The following is a quantum chemistry calculation of an isolated molecule of C18H21NO3 in a non-equilibrium geometry, from OMol25.

Geometry as XYZ:
```
43
C18H21NO3 ωB97M-V/def2-TZVPD
C -4.514 3.224 -2.607
O -4.245 2.502 -1.517
C -2.746 2.289 -1.372
C -1.694 2.647 -2.465
C -0.309 2.438 -2.030
C 0.194 1.840 -0.817
C 1.568 1.525 -0.637
O 2.411 2.279 -1.360
N 1.856 0.483 0.108
C 3.143 0.010 0.400
C 3.461 -1.178 -0.567
C 2.428 -2.275 -0.708
C 2.259 -2.681 0.585
C 2.962 -3.394 1.594
C 2.888 -3.681 2.907
C 1.508 -3.476 3.311
C 0.427 -3.092 2.493
C 0.857 -2.716 1.083
C -0.971 1.261 -0.023
C -2.300 1.509 -0.172
O -3.083 1.204 0.840
C -4.511 1.477 1.174
H -5.684 3.292 -2.625
H -4.132 2.624 -3.300
H -3.983 4.128 -2.673
H -2.028 3.343 -3.096
H 0.333 2.648 -2.574
H 0.880 -0.179 0.407
H 3.236 -0.447 1.259
H 3.841 0.812 0.322
H 3.654 -0.711 -1.511
H 4.334 -1.759 -0.454
H 2.982 -2.987 -1.038
H 1.589 -2.011 -1.168
H 4.050 -3.551 1.039
H 3.384 -4.189 3.591
H 1.307 -3.854 4.273
H -0.396 -2.871 2.740
H 0.032 -2.206 0.566
H -0.682 0.808 0.879
H -4.756 1.040 2.011
H -4.420 2.702 0.815
H -5.129 1.173 0.316
```

2S+1 ... 1
HOMO ... -8.20 eV
ΔE to the lowest compared entry with this formula, charge and spin ... 322.3 kcal/mol
Net charge ... 0
LUMO energy ... 0.1 eV

Calculated atomic charges, method Mulliken, unit e: -1.017 -0.327 0.634 -0.970 -1.118 0.157 0.509 -0.739 0.062 -1.440 -0.719 -1.450 1.057 -0.044 -1.043 -0.137 -1.401 -0.375 -0.575 0.163 -0.484 -0.617 0.208 0.513 0.371 0.515 1.048 -0.041 0.687 0.466 0.504 0.558 0.530 0.573 0.036 0.525 0.369 0.752 0.508 0.944 0.345 0.233 0.233